Entry 1:
C29H27NO3PReS2 as an isolated structure, computed with wB97M-V/def2-TZVPD.

Atoms and positions in Å:
1 Re 0.2417 -0.1589 0.4006
2 O -0.3460 -4.1098 0.5489
3 C -0.6350 -2.9987 0.7538
4 O 0.3911 -1.9659 0.6090
5 C -1.9591 -2.4018 1.1928
6 P -1.9876 -0.5897 0.9343
7 C -2.2013 -0.3279 -0.8459
8 C -2.7070 0.9178 -1.2685
9 C -3.0262 1.1218 -2.5940
10 C -2.8301 0.1011 -3.5238
11 C -2.2904 -1.1156 -3.1324
12 C -1.9799 -1.3385 -1.7969
13 C -3.1826 0.2390 1.9235
14 C -2.8408 1.2732 2.7927
15 C -3.8347 1.8657 3.5539
16 C -5.1499 1.4284 3.4453
17 C -5.4900 0.3995 2.5708
18 C -4.5102 -0.2010 1.8029
19 H -2.1449 -2.6359 2.2452
20 H -2.7591 -2.8905 0.6282
21 H -2.9124 1.6938 -0.5391
22 H -3.4647 2.0600 -2.9064
23 H -3.1179 0.2557 -4.5555
24 H -2.1574 -1.9102 -3.8541
25 H -1.6140 -2.3185 -1.5110
26 H -1.8170 1.6293 2.8666
27 H -3.5854 2.6713 4.2307
28 H -5.9202 1.8965 4.0431
29 H -6.5168 0.0706 2.4904
30 H -4.7842 -0.9942 1.1159
31 S 4.0994 0.6121 2.4613
32 C 2.9267 0.3525 1.3004
33 N 1.6794 0.2172 1.7523
34 C 1.6374 0.3019 3.1526
35 C 0.5220 0.1435 3.9783
36 C 0.7120 0.2508 5.3403
37 C 1.9762 0.5093 5.8885
38 C 3.0867 0.6507 5.0841
39 C 2.8982 0.5361 3.7069
40 H 3.1681 0.2970 0.2468
41 H -0.4590 -0.0716 3.5690
42 H -0.1325 0.1276 6.0041
43 H 2.0817 0.5894 6.9611
44 H 4.0656 0.8358 5.5037
45 C 5.1970 -1.9756 -4.4318
46 C 4.0693 -1.1652 -3.8869
47 C 4.3118 0.0171 -3.1660
48 C 3.2762 0.7890 -2.6908
49 C 1.9591 0.3657 -2.9164
50 C 1.6916 -0.8120 -3.6223
51 C 2.7464 -1.5638 -4.1024
52 S 0.5652 1.2652 -2.4077
53 C 0.9347 2.9765 -2.7333
54 O 0.6687 1.2946 -0.7754
55 H 6.1608 -1.5192 -4.2214
56 H 5.0929 -2.0823 -5.5128
57 H 5.1849 -2.9782 -4.0005
58 H 5.3328 0.3392 -3.0099
59 H 3.4878 1.7157 -2.1716
60 H 0.6699 -1.1185 -3.8068
61 H 2.5454 -2.4658 -4.6652
62 H 1.8807 3.2632 -2.2823
63 H 0.1110 3.5727 -2.3470
64 H 0.9839 3.0626 -3.8201

Forces on atoms 1 to 3 (eV/Å):
-0.3 0.0 0.1
-0.1 0.0 0.0
0.2 0.4 0.1

Output
Spin multiplicity: 2
Net charge: +3
Energy relative to the best compared isomer or geometry (same formula, charge and spin), eV: 0.000
E_HOMO (alpha / beta), eV: -17.18 / -17.27

Results of the natural (NBO) charge analysis, in e, for atoms 1 through 5: atom 1 (Re): 1.39, atom 2 (O): -0.38, atom 3 (C): 0.80, atom 4 (O): -0.65, atom 5 (C): -0.87

Entry 2:
C29H28AsCrF3N4O3S2 as an isolated structure in a non-equilibrium geometry, computed with wB97M-V/def2-TZVPD.

Atoms and positions in Å:
1 Cr -0.0459 0.4772 1.5481
2 C -2.5308 -0.6946 4.9971
3 C -2.6532 -2.0389 4.7512
4 C -1.9291 -2.6320 3.7376
5 C -1.0882 -1.8734 2.9780
6 C -0.9516 -0.4782 3.2367
7 C -1.6349 0.0363 4.2785
8 C -0.3328 -2.4558 1.8451
9 C -0.6003 -3.7422 1.3918
10 C -0.0785 -4.1930 0.2152
11 C 0.9373 -3.4340 -0.4226
12 C 1.6050 -3.9146 -1.5691
13 C 2.6640 -3.2363 -2.0762
14 C 3.0079 -2.0000 -1.5612
15 C 2.2723 -1.3650 -0.5253
16 C 1.1709 -2.0540 0.0521
17 N 0.3945 -1.5456 1.1102
18 H -3.0290 -0.1524 5.7610
19 H -3.3547 -2.5969 5.3483
20 H -2.1336 -3.6929 3.4861
21 H -1.4913 1.1052 4.5337
22 H -1.3469 -4.2973 1.9445
23 H -0.4184 -5.1421 -0.1093
24 H 1.2963 -4.8215 -2.0849
25 H 3.2223 -3.7303 -2.8654
26 H 3.8197 -1.4245 -2.0195
27 H 2.4748 -0.3404 -0.3043
28 N 2.0172 3.1004 1.3262
29 C 2.2682 2.2246 2.3647
30 C 3.1521 2.6335 3.3779
31 C 3.3840 1.8271 4.4441
32 C 2.8673 0.4988 4.4278
33 C 2.1106 0.0646 3.3851
34 N 1.7365 0.9758 2.4396
35 C 1.3486 2.8323 0.0860
36 C 1.4460 3.8270 -0.9015
37 C 0.7207 3.6285 -2.0777
38 C 0.0748 2.4234 -2.3044
39 C -0.0059 1.4802 -1.2698
40 N 0.6247 1.7158 -0.0775
41 H 2.5912 3.9179 1.3004
42 H 3.6002 3.6562 3.3056
43 H 3.9287 2.1985 5.3501
44 H 3.0353 -0.1975 5.2918
45 H 1.7010 -0.9764 3.3084
46 H 2.0788 4.7084 -0.7686
47 H 0.6260 4.4624 -2.7685
48 H -0.4743 2.3061 -3.2759
49 H -0.4959 0.5131 -1.3263
50 F -3.0962 4.4141 1.2828
51 C -2.8397 3.3363 0.5402
52 F -1.8763 3.7496 -0.2544
53 F -3.8903 3.0386 -0.2224
54 S -2.4111 1.9381 1.7051
55 O -1.9124 0.9507 0.7058
56 O -3.6280 1.6197 2.4329
57 O -1.2587 2.4181 2.4963
58 C 0.5352 -0.2874 -5.2214
59 As -1.2228 -0.9005 -4.6737
60 C -1.6821 -2.1132 -6.0707
61 C -2.4424 0.6114 -4.5841
62 S -0.8308 -1.5501 -2.7219
63 H 1.2391 -1.1356 -5.2110
64 H 0.7676 0.5632 -4.6363
65 H 0.3623 0.0948 -6.2465
66 H -1.7995 -1.5526 -7.0084
67 H -2.7082 -2.4708 -5.7855
68 H -1.0140 -2.9764 -6.1174
69 H -2.0223 1.3138 -5.3130
70 H -2.3766 1.0636 -3.6085
71 H -3.4744 0.2912 -4.8028

Forces on atoms 1 to 3 (eV/Å):
0.3 1.6 -0.9
-0.1 -0.5 0.2
-0.7 0.0 0.5

Output
Spin multiplicity: 4
Net charge: +1
E_HOMO (alpha / beta), eV: -10.24 / -9.68

Results of the Löwdin charge analysis, in e, for atoms 1 through 5: atom 1 (Cr): 0.65, atom 2 (C): -0.04, atom 3 (C): -0.03, atom 4 (C): -0.01, atom 5 (C): -0.15

Entry 3:
C29H28Br2N4O4Ti as an isolated structure, computed with wB97M-V/def2-TZVPD.

Atoms and positions in Å:
1 Ti 0.9968 0.4355 1.1568
2 N 0.2181 -1.1729 2.4699
3 C 0.2793 -0.7781 3.8716
4 C -0.1471 -1.5567 4.9069
5 C -0.0117 -1.0968 6.2368
6 C 0.5521 0.1192 6.4988
7 C 0.9940 0.9461 5.4364
8 C 1.5694 2.2214 5.6210
9 C 1.9333 2.9741 4.5349
10 C 1.7227 2.4583 3.2519
11 N 1.2137 1.2533 3.0454
12 C 0.8378 0.4874 4.1166
13 H 0.8341 -1.9764 2.3351
14 H -0.7238 -1.4658 2.2100
15 H -0.5809 -2.5303 4.7173
16 H -0.3545 -1.7237 7.0469
17 H 0.6638 0.4691 7.5157
18 H 1.7080 2.6006 6.6254
19 H 2.3619 3.9588 4.6442
20 H 1.9569 3.0422 2.3687
21 Br 1.2166 0.4545 -2.6919
22 C 1.2317 -1.4477 -2.5598
23 Br 1.1842 -2.0654 -0.7021
24 H 2.1640 -1.8209 -2.9673
25 H 0.3493 -1.8634 -3.0408
26 O 3.0683 2.8937 -1.1306
27 C 3.4881 1.9908 -0.4856
28 C 4.9342 1.5841 -0.2165
29 C 4.8700 0.3540 0.6980
30 C 3.4042 0.2029 0.9100
31 O 2.7483 -0.5879 1.6528
32 N 2.6511 1.0562 0.2214
33 H 5.4443 2.4302 0.2438
34 H 5.4251 1.3928 -1.1701
35 H 5.3863 0.4649 1.6517
36 H 5.2506 -0.5590 0.2339
37 C -2.5811 -4.7436 -3.2328
38 C -2.3066 -3.2980 -3.5346
39 C -1.8588 -2.9304 -4.7991
40 C -1.6215 -1.5990 -5.1041
41 C -1.8244 -0.6186 -4.1494
42 C -2.2654 -0.9757 -2.8802
43 N -2.3849 -0.0153 -1.8461
44 C -2.2641 1.3329 -1.9297
45 C -2.8750 2.0458 -2.9794
46 C -2.7971 3.4106 -3.0384
47 C -2.0998 4.1696 -2.0735
48 C -1.4894 3.5228 -1.0471
49 C -1.5440 2.1022 -0.9461
50 C -0.7304 1.5060 0.0285
51 O 0.1649 2.1352 0.7488
52 O -0.6741 0.2112 0.2866
53 C -2.5139 -2.3176 -2.5542
54 C -3.0438 -2.7592 -1.2136
55 H -2.4533 -5.3517 -4.1248
56 H -3.5980 -4.8924 -2.8695
57 H -1.9079 -5.1324 -2.4655
58 H -1.7110 -3.6923 -5.5518
59 H -1.2727 -1.3185 -6.0880
60 H -1.5889 0.4086 -4.3894
61 H -2.2126 -0.4047 -0.9404
62 H -3.4676 1.5050 -3.7042
63 H -3.3115 3.9226 -3.8408
64 H -2.0653 5.2453 -2.1490
65 H -0.9469 4.0727 -0.2909
66 H -2.4725 -3.6037 -0.8272
67 H -4.0788 -3.0944 -1.3057
68 H -3.0440 -1.9880 -0.4453

Forces on atoms 1 to 3 (eV/Å):
0.2 -0.3 0.1
0.1 -0.1 0.0
0.0 0.0 0.0

Output
Spin multiplicity: 1
Net charge: +2
Energy relative to the best compared isomer or geometry (same formula, charge and spin), eV: 0.131
E_HOMO, eV: -12.68

Results of the natural (NBO) charge analysis, in e, for atoms 1 through 5: atom 1 (Ti): 1.67, atom 2 (N): -0.82, atom 3 (C): 0.08, atom 4 (C): -0.16, atom 5 (C): -0.17

Entry 4:
C29H28Cl2F5N2O2SeTi as an isolated structure in a non-equilibrium geometry, computed with wB97M-V/def2-TZVPD.

Atoms and positions in Å:
1 Ti -0.6634 -0.4278 0.1590
2 C -3.7829 -0.7575 0.2847
3 C -3.6485 -1.0389 1.7790
4 C -4.7102 -2.0551 2.2047
5 C -2.2822 -1.5353 2.2016
6 C -1.6389 -2.5852 1.5224
7 C -0.4981 -3.1889 2.0523
8 C 0.0430 -2.7753 3.2636
9 C 1.2397 -3.4505 3.8472
10 C -0.6103 -1.7487 3.9517
11 C -1.7429 -1.1422 3.4346
12 H -4.6530 -0.1325 0.0855
13 H -3.8819 -1.6726 -0.3017
14 H -2.9162 -0.2147 -0.1735
15 H -3.8377 -0.1107 2.3306
16 H -5.7006 -1.7047 1.9266
17 H -4.6940 -2.2100 3.2812
18 H -4.5430 -3.0154 1.7197
19 H -2.1288 -3.0384 0.6639
20 H -0.0676 -4.0407 1.5393
21 H 0.9352 -4.1573 4.6193
22 H 1.9101 -2.7297 4.3125
23 H 1.7921 -4.0070 3.0922
24 H -0.2335 -1.4368 4.9163
25 H -2.2570 -0.3842 4.0126
26 O 3.1463 4.7576 -2.2925
27 C 1.8180 4.6535 -2.7246
28 C 1.1815 3.4744 -2.0517
29 C -0.1989 3.2524 -2.1426
30 C -0.7450 2.1517 -1.5220
31 N 0.0024 1.2628 -0.8422
32 C 1.3446 1.4475 -0.7803
33 C 1.9553 2.5551 -1.3549
34 C 2.1064 0.3233 -0.2013
35 C 3.4724 0.3821 0.0286
36 C 4.1419 -0.7756 0.4133
37 C 5.6166 -0.7625 0.6733
38 O 6.0678 0.5632 0.6681
39 C 3.4020 -1.9572 0.5168
40 C 2.0404 -1.9227 0.3197
41 N 1.3854 -0.7990 0.0133
42 H 3.5833 5.4828 -2.7498
43 H 1.7529 4.4916 -3.8120
44 H 1.2329 5.5537 -2.4888
45 H -0.8391 3.9298 -2.6879
46 H -1.8150 1.9575 -1.5612
47 H 3.0214 2.7032 -1.3071
48 H 4.0297 1.2956 -0.0973
49 H 6.1048 -1.3647 -0.1061
50 H 5.8047 -1.2557 1.6385
51 H 7.0272 0.5821 0.7382
52 H 3.8785 -2.8965 0.7552
53 H 1.4390 -2.8179 0.4016
54 Cl -2.0269 1.8461 1.5403
55 C -0.7743 2.0907 2.7703
56 Cl 0.5767 0.9881 2.4620
57 H -1.2008 1.8615 3.7435
58 H -0.4147 3.1142 2.7010
59 F -2.0856 2.2243 -5.8651
60 C -1.8683 1.2904 -4.9627
61 C -0.5854 1.1004 -4.4476
62 F 0.4179 1.8718 -4.8452
63 C -0.3734 0.1171 -3.4933
64 F 0.8481 -0.0388 -2.9729
65 C -1.4006 -0.6714 -3.0182
66 Se -1.0680 -2.0080 -1.7061
67 C -2.6749 -0.4656 -3.5289
68 F -3.6910 -1.1993 -3.0769
69 C -2.9219 0.4981 -4.5005
70 F -4.1441 0.6724 -4.9695

Forces on atoms 1 to 3 (eV/Å):
-0.7 -0.9 0.0
0.2 0.0 -0.2
0.0 0.2 0.1

Output
Spin multiplicity: 2
Net charge: +2
Energy relative to the best compared isomer or geometry (same formula, charge and spin), eV: 1.010
E_HOMO (alpha / beta), eV: -14.08 / -14.11

Results of the natural (NBO) charge analysis, in e, for atoms 1 through 5: atom 1 (Ti): 1.31, atom 2 (C): -0.55, atom 3 (C): -0.25, atom 4 (C): -0.60, atom 5 (C): -0.07

Entry 5:
C29H28Cl2N2O5RuTe as an isolated structure, computed with wB97M-V/def2-TZVPD.

Atoms and positions in Å:
1 Ru 0.0077 1.9273 1.2610
2 C -0.1334 6.1522 0.9331
3 C 0.1818 4.7183 0.5738
4 O 0.3091 3.9195 1.5624
5 C 0.3711 4.3869 -0.7560
6 C 0.7737 3.1280 -1.2477
7 C 1.0299 2.9725 -2.7176
8 N 0.9114 2.0707 -0.4805
9 N 1.2772 0.8847 -1.1174
10 C 0.7871 -0.1276 -0.4797
11 O 0.1388 -0.0602 0.6441
12 C 1.0125 -1.4855 -1.0522
13 C 0.6158 -2.6082 -0.3335
14 C 0.7990 -3.8791 -0.8625
15 C 1.3813 -4.0353 -2.1124
16 C 1.7825 -2.9145 -2.8315
17 C 1.5994 -1.6469 -2.3051
18 H -0.2752 6.2271 2.0087
19 H -1.0474 6.4672 0.4275
20 H 0.6694 6.8219 0.6209
21 H 0.2438 5.1742 -1.4863
22 H 0.9416 3.9327 -3.2224
23 H 0.2998 2.2714 -3.1283
24 H 2.0153 2.5443 -2.8963
25 H 0.1527 -2.4710 0.6351
26 H 0.4849 -4.7477 -0.2965
27 H 1.5203 -5.0261 -2.5276
28 H 2.2246 -3.0294 -3.8133
29 H 1.8879 -0.7638 -2.8589
30 C 0.3609 -0.6214 3.5596
31 Te 1.6823 0.9599 2.9921
32 C 2.8480 -0.7704 2.3732
33 C 2.5066 -1.8153 3.4006
34 C 3.4011 -2.8001 3.7996
35 C 3.0493 -3.7168 4.7823
36 C 1.8002 -3.6411 5.3821
37 C 0.9069 -2.6476 5.0020
38 C 1.2506 -1.7331 4.0156
39 H -0.1435 -0.8753 2.6270
40 H -0.3618 -0.2513 4.2771
41 H 3.9155 -0.5545 2.3718
42 H 2.5388 -1.0480 1.3641
43 H 4.3813 -2.8491 3.3388
44 H 3.7543 -4.4804 5.0868
45 H 1.5255 -4.3468 6.1564
46 H -0.0626 -2.5741 5.4806
47 Cl -0.7041 2.3504 3.7877
48 C -2.7106 -1.6825 -1.0426
49 C -2.5008 -0.7955 -2.2435
50 C -1.6153 -1.2298 -3.2273
51 C -1.3935 -0.4921 -4.3731
52 Cl -0.2766 -1.0907 -5.5793
53 C -2.0526 0.7058 -4.5807
54 C -2.9312 1.1505 -3.6102
55 C -3.1593 0.4222 -2.4478
56 O -4.1060 0.9604 -1.6167
57 C -3.9094 0.9563 -0.2078
58 C -2.5265 1.4243 0.2317
59 O -1.7678 1.9559 -0.5965
60 O -2.2260 1.2343 1.4328
61 H -2.1819 -2.6225 -1.1926
62 H -3.7688 -1.9089 -0.8976
63 H -2.3199 -1.2328 -0.1273
64 H -1.0879 -2.1649 -3.0851
65 H -1.8721 1.2833 -5.4773
66 H -3.4480 2.0945 -3.7204
67 H -4.1183 -0.0171 0.2307
68 H -4.6389 1.6605 0.1923

Forces on atoms 1 to 3 (eV/Å):
0.4 -0.2 0.2
0.0 0.0 0.0
0.4 0.1 -0.1

Output
Spin multiplicity: 2
Net charge: -1
Energy relative to the best compared isomer or geometry (same formula, charge and spin), eV: 1.243
E_HOMO (alpha / beta), eV: -4.36 / -4.79

Results of the natural (NBO) charge analysis, in e, for atoms 1 through 5: atom 1 (Ru): 0.88, atom 2 (C): -0.68, atom 3 (C): 0.49, atom 4 (O): -0.62, atom 5 (C): -0.48

Entry 6:
C29H28ClN4NiO3S as an isolated structure in a non-equilibrium geometry, computed with wB97M-V/def2-TZVPD.

Atoms and positions in Å:
1 Ni 0.0715 -0.2570 -0.1260
2 C -0.7949 -6.0784 4.4086
3 C -0.0673 -4.8827 3.8677
4 C -0.7249 -3.6809 3.6229
5 C -0.0528 -2.5995 3.0767
6 C 1.2961 -2.7230 2.7969
7 C 1.9905 -3.8938 3.0689
8 C 1.2999 -4.9675 3.5957
9 S 2.1937 -1.4372 1.9727
10 O 2.6260 -2.0683 0.6235
11 O 3.3905 -1.1535 2.6954
12 N 1.2532 -0.2258 1.6171
13 C 0.6957 0.5285 2.6690
14 C 1.3607 0.8817 3.8255
15 C 0.7371 1.6670 4.8091
16 C -0.5415 2.1159 4.6444
17 C -1.2676 1.7530 3.4916
18 C -2.6080 2.1453 3.2870
19 C -3.2769 1.7025 2.1820
20 C -2.6038 0.8784 1.2695
21 N -1.3460 0.5196 1.3969
22 C -0.6585 0.9431 2.4997
23 H -1.8567 -5.8778 4.5355
24 H -0.3797 -6.3669 5.3757
25 H -0.6753 -6.9251 3.7319
26 H -1.7805 -3.5935 3.8486
27 H -0.5724 -1.6765 2.8538
28 H 3.0514 -3.9513 2.8601
29 H 1.8249 -5.8933 3.7955
30 H 2.3827 0.5604 3.9591
31 H 1.2943 1.9216 5.7007
32 H -1.0126 2.7456 5.3880
33 H -3.0883 2.7828 4.0188
34 H -4.3103 1.9616 2.0012
35 H -3.1447 0.4944 0.4126
36 O 0.0385 -0.7653 -2.4203
37 C -0.0688 0.2661 -3.4142
38 C -1.4169 0.9813 -3.3795
39 C -1.7872 1.4043 -1.9510
40 C -0.7539 2.3246 -1.3571
41 C -0.7822 3.6869 -1.6162
42 C 0.2143 4.5006 -1.1020
43 C 1.2189 3.9295 -0.3368
44 C 1.1856 2.5668 -0.1156
45 N 0.2276 1.7787 -0.6129
46 H -0.6162 -1.4533 -2.5962
47 H 0.1140 -0.1526 -4.4046
48 H 0.7328 0.9676 -3.1852
49 H -2.1992 0.3250 -3.7690
50 H -1.3619 1.8561 -4.0294
51 H -1.8481 0.5070 -1.3329
52 H -2.7664 1.8821 -1.9542
53 H -1.5841 4.1040 -2.2108
54 H 0.2118 5.5652 -1.2936
55 H 2.0175 4.5280 0.0767
56 H 1.9472 2.0800 0.4820
57 Cl -1.0075 -5.9677 -0.1017
58 C 0.0066 -4.5915 -0.3581
59 C 1.2820 -4.7311 -0.9732
60 C 2.0813 -3.6558 -1.1189
61 C 1.6891 -2.3449 -0.5504
62 N 0.3243 -2.2368 -0.1546
63 C -0.4215 -3.3428 -0.0191
64 H 1.5867 -5.7002 -1.3466
65 H 3.0466 -3.7127 -1.6028
66 H 1.9445 -1.5235 -1.2321
67 H -1.4213 -3.2093 0.3817

Forces on atoms 1 to 3 (eV/Å):
0.0 -0.1 0.8
0.1 0.0 0.0
0.0 0.0 0.0

Output
Spin multiplicity: 3
Net charge: +1
E_HOMO (alpha / beta), eV: -9.61 / -9.58

Results of the natural (NBO) charge analysis, in e, for atoms 1 through 5: atom 1 (Ni): 1.48, atom 2 (C): -0.64, atom 3 (C): 0.04, atom 4 (C): -0.21, atom 5 (C): -0.19